Entry 1:
Entry from the OMol25 dataset: a single H3NOS2 molecule (wB97M-V/def2-TZVPD).

XYZ file:
```
7
Properties=species:S:1:pos:R:3:forces:R:3:mulliken_spin:R:1
S 2.9958 0.6794 0.2027 1.1 0.3 0.3 0.802
S 1.4173 -0.4196 -0.1075 1.4 -0.2 -3.0 0.175
O 1.2796 -1.8192 0.1912 0.2 -1.7 1.0 0.073
N -0.5606 0.4335 0.1738 -2.8 0.5 0.2 0.918
H -0.8071 0.7916 1.0818 0.4 1.9 0.9 -0.027
H -0.9267 -0.4577 0.4912 -0.1 -1.4 -0.9 -0.027
H 1.5041 -0.5083 -1.5674 -0.1 0.7 1.6 0.086
```
Positions in Å, forces in eV/Å.

Its maximum force is 3.33 eV Å⁻¹. The relative energy (zero: lowest compared OMol25 entry of this formula, charge and spin) comes out at 0.000 eV. The multiplicity is 3. As for the HOMO energy (spin up / spin down): -7.817 / -9.933 eV. Its total energy is -25251.046 eV.



Entry 2:
Entry from the OMol25 dataset: an isolated ion of composition CH3O4 and charge +1 (wB97M-V/def2-TZVPD).

XYZ file:
```
8
Properties=species:S:1:pos:R:3:forces:R:3:lowdin_charge:R:1
O -0.5598 -0.2007 0.8262 0.7 -1.1 -0.5 0.101
O -0.8624 1.0434 1.4445 0.4 0.8 0.1 0.094
O 0.2727 -1.5538 -0.6286 0.7 -0.9 -0.6 0.236
O 0.7720 0.4857 -1.0380 0.2 4.9 -1.4 0.259
C 0.2105 -0.3150 -0.2590 -2.0 -1.2 0.5 -0.435
H 0.5567 1.5232 -1.2221 0.4 -3.3 1.4 0.295
H 0.7286 -1.8139 -1.5305 -1.0 1.3 2.3 0.255
H -1.1185 0.8312 2.4076 0.7 -0.5 -1.8 0.194
```
Positions in Å, forces in eV/Å.

Its maximum force is 5.06 eV Å⁻¹. Its net charge is +1. The relative energy (zero: lowest compared OMol25 entry of this formula, charge and spin) comes out at 0.823 eV. The multiplicity is 1. As for the HOMO energy: -16.985 eV. Its total energy is -9263.999 eV.



Entry 3:
Entry from the OMol25 dataset: a 2-piece molecular cluster, C2HO5 overall (wB97M-V/def2-TZVPD).

XYZ file:
```
8
Properties=species:S:1:pos:R:3:forces:R:3:lowdin_charge:R:1
O 0.8976 -1.9303 3.2302 0.7 -0.9 -0.2 0.070
O 1.3515 0.5560 1.4484 0.4 4.0 0.5 0.107
O -0.5022 0.1184 -0.7009 -1.3 -0.1 1.7 -0.432
O -0.6849 -0.4176 3.6536 -1.7 1.5 0.4 0.079
O 1.7977 -0.7520 1.0775 0.5 -2.1 -1.4 0.075
C 0.1221 -1.0332 3.0501 0.3 -1.0 0.2 -0.669
C 0.5430 -0.4193 1.4615 -1.0 -0.9 -1.2 -0.153
H -1.4967 0.2831 -0.5964 2.1 -0.4 0.0 -0.077
```
Positions in Å, forces in eV/Å.

Its maximum force is 4.08 eV Å⁻¹. Its net charge is -1. The relative energy (zero: lowest compared OMol25 entry of this formula, charge and spin) comes out at 4.817 eV. The multiplicity is 1. As for the HOMO energy (spin up / spin down): -4.490 / -4.455 eV. Its total energy is -12322.196 eV.



Entry 4:
Entry from the OMol25 dataset: C16H20AgClN2O6 as an isolated structure (wB97M-V/def2-TZVPD).

XYZ file:
```
46
Properties=species:S:1:pos:R:3:forces:R:3:lowdin_charge:R:1
Ag 0.0585 0.4509 -0.2686 -0.1 0.3 0.1 0.776
Cl -5.6288 -0.2114 1.2903 0.0 0.0 0.0 0.464
O -2.5597 -0.1586 1.9634 -0.1 0.0 0.0 -0.054
O 3.0887 2.9677 -2.1104 0.1 0.0 0.0 -0.090
O 0.2202 -2.2897 -1.7344 0.0 -0.2 0.0 0.014
O -2.2220 0.2731 -0.2244 0.1 -0.2 -0.1 -0.129
O 1.1983 1.8091 -1.8235 0.0 0.0 -0.1 -0.160
O 3.6920 0.8130 2.3083 0.0 0.0 0.0 -0.100
N 0.3839 -0.7528 2.3135 0.2 -0.1 0.0 -0.020
N 1.9966 0.9982 0.7531 0.0 -0.1 -0.1 -0.025
C 0.8964 -2.7608 -0.8441 -0.1 0.1 0.0 -0.223
C 2.8171 -2.8143 0.7119 0.0 0.0 0.0 -0.219
C 4.2981 -1.1625 -0.9523 0.0 0.0 0.0 -0.018
C 2.0428 -3.6851 1.6722 0.0 0.0 0.0 -0.069
C 2.5424 -1.0922 -2.7081 0.0 0.0 0.0 -0.036
C 2.8511 1.8562 -0.0454 0.0 -0.1 0.0 -0.186
C 4.0629 -2.3569 1.0994 0.0 0.0 0.0 -0.027
C -4.2047 -0.8138 0.3641 0.0 -0.1 -0.1 -0.503
C 3.0431 -1.5795 -1.3792 0.0 0.0 0.0 -0.186
C 1.6687 -0.2772 2.8185 -0.1 0.1 -0.1 -0.218
C 2.3248 2.2411 -1.4437 0.0 0.0 0.0 -0.723
C 2.5318 0.5717 1.8704 0.0 0.0 0.1 -0.602
C 4.8014 -1.4957 0.2950 0.0 0.0 0.0 -0.261
C 6.0488 -0.8515 0.8188 0.0 0.0 0.0 -0.053
C 2.2852 -2.3962 -0.5239 0.0 0.0 0.1 -0.122
C -2.8684 -0.1534 0.7675 0.1 0.1 0.1 -0.783
H 3.8327 1.3943 -0.2023 0.0 0.0 0.0 0.093
H -4.1415 -1.8799 0.5730 0.0 0.0 0.0 0.061
H 4.8640 -0.4925 -1.5913 0.0 0.0 0.0 0.120
H 0.4470 -3.5257 -0.1857 0.0 0.0 0.0 0.110
H -0.0337 -1.3932 2.9789 -0.1 0.1 0.0 0.055
H 6.5613 -1.4942 1.5378 0.0 0.0 0.0 0.068
H 2.6391 -3.8639 2.5677 0.0 0.0 0.0 0.069
H 5.7371 0.0620 1.3354 0.0 0.0 0.0 0.072
H 3.3742 -0.6843 -3.2844 0.0 0.0 0.0 0.079
H -0.2890 -0.0021 2.1990 -0.1 0.0 0.0 0.020
H 2.0516 -1.8832 -3.2741 0.0 0.0 0.0 0.073
H 1.5733 0.3313 3.7305 0.0 0.0 0.0 0.100
H 4.4398 -2.6173 2.0830 0.0 0.0 0.0 0.113
H 1.1159 -3.1935 1.9679 0.0 0.0 0.0 0.059
H 2.2805 -1.1391 3.0899 0.1 -0.1 0.0 0.085
H 6.7381 -0.5948 0.0123 0.0 0.0 0.0 0.070
H 3.0686 2.7945 0.4806 0.0 0.0 0.0 0.112
H 1.8138 -0.2887 -2.5665 0.0 0.0 0.0 0.066
H 1.7925 -4.6550 1.2357 0.0 0.0 0.0 0.072
H -4.4081 -0.6447 -0.6873 -0.1 0.0 0.0 0.055
```
Positions in Å, forces in eV/Å.

Its maximum force is 0.33 eV Å⁻¹. Its net charge is -2. The relative energy (zero: lowest compared OMol25 entry of this formula, charge and spin) comes out at 0.000 eV. The multiplicity is 1. As for the HOMO energy: -1.633 eV. Its total energy is -48706.326 eV.



Entry 5:
Entry from the OMol25 dataset: C9H11NO2 as an isolated structure (wB97M-V/def2-TZVPD).

XYZ file:
```
23
Properties=species:S:1:pos:R:3:forces:R:3:lowdin_charge:R:1
O -3.4909 -0.8603 -0.7978 3.6 3.1 -2.7 -0.092
O 2.2674 -1.1716 -0.0270 -0.9 -0.9 0.0 -0.140
N -2.4407 -0.0870 -0.9361 -6.1 -4.2 4.4 0.089
C -2.1712 0.1991 0.6096 1.6 3.3 -3.3 -0.177
C -0.5500 -1.9164 0.6520 1.8 0.8 -1.0 -0.033
C -0.7701 0.6289 0.5516 -1.7 1.5 -0.7 -0.229
C 1.3619 -0.1517 0.1207 1.7 -2.5 -1.0 -0.310
C 3.5254 -0.7594 -0.5080 1.1 0.4 0.7 -0.094
C 1.6865 1.1006 -0.1281 -1.5 4.3 0.8 -0.039
C 0.0604 -0.4256 0.3740 -2.4 -2.9 2.9 -0.238
C -0.5400 2.0171 0.2255 1.4 -4.6 1.0 -0.025
C 0.7355 2.2019 -0.0480 4.6 0.6 -1.6 -0.057
H -1.2557 2.7260 0.1778 -2.3 2.1 0.1 0.080
H -0.9729 -2.2302 2.1151 1.2 1.1 -4.7 0.187
H -2.3669 -0.5030 1.3369 -1.1 -1.8 0.8 0.068
H 3.3421 -0.1701 -1.4695 0.7 -0.9 1.0 0.109
H 1.2268 3.1649 -0.3323 -0.9 -0.6 0.4 0.122
H 0.6505 -2.5585 0.3277 -4.6 1.2 1.0 0.151
H -1.7616 -1.7172 -0.3922 4.0 -2.3 3.3 0.192
H 2.6713 1.4062 -0.0631 1.8 0.6 -0.7 0.071
H -2.7290 1.0971 0.6578 -1.2 0.8 0.7 0.104
H 4.2599 -1.7240 -0.6449 -2.0 2.7 0.5 0.147
H 3.7781 0.0053 0.3419 1.2 -1.5 -1.8 0.114
```
Positions in Å, forces in eV/Å.

Its maximum force is 8.61 eV Å⁻¹. The relative energy (zero: lowest compared OMol25 entry of this formula, charge and spin) comes out at 12.301 eV. The multiplicity is 1. As for the HOMO energy: -8.884 eV. Its total energy is -15084.883 eV.



Entry 6:
Entry from the OMol25 dataset: a 2-piece molecular cluster, CH4OP2 overall (wB97M-V/def2-TZVPD).

XYZ file:
```
8
Properties=species:S:1:pos:R:3:forces:R:3:lowdin_charge:R:1
P 0.0369 -0.1687 -1.1674 -0.8 0.6 0.3 0.677
P 1.5124 0.0296 1.5199 -1.1 -0.1 -0.2 0.743
O 1.1926 -0.8862 2.6339 0.2 0.0 0.0 -0.520
C -0.1066 0.3914 0.6277 -1.8 -0.6 2.0 -0.787
H -1.1509 -0.3887 1.2905 3.3 3.0 -2.0 0.173
H -0.6887 -1.3329 -0.9176 -0.1 -0.4 -0.2 -0.129
H 1.2516 -0.8304 -1.0613 0.7 -0.3 0.1 -0.172
H -0.1982 1.5532 0.6544 -0.5 -2.0 0.1 0.015
```
Positions in Å, forces in eV/Å.

Its maximum force is 4.88 eV Å⁻¹. The relative energy (zero: lowest compared OMol25 entry of this formula, charge and spin) comes out at 1.412 eV. The multiplicity is 1. As for the HOMO energy: -9.335 eV. Its total energy is -21724.596 eV.



Entry 7:
Entry from the OMol25 dataset: a single OS3 molecule (wB97M-V/def2-TZVPD).

XYZ file:
```
4
Properties=species:S:1:pos:R:3:forces:R:3:lowdin_charge:R:1
S 0.9878 0.6570 -0.0849 -3.7 2.9 -0.7 0.544
S -0.6338 -0.6173 -0.1418 -0.7 -0.1 0.0 0.043
S -2.3510 0.2475 0.0633 0.2 0.1 -0.1 0.057
O 1.9971 -0.2872 0.1634 4.2 -2.9 0.8 -0.644
```
Positions in Å, forces in eV/Å.

Its maximum force is 5.20 eV Å⁻¹. The relative energy (zero: lowest compared OMol25 entry of this formula, charge and spin) comes out at 0.505 eV. The multiplicity is 1. As for the HOMO energy (spin up / spin down): -9.267 / -9.237 eV. Its total energy is -34551.507 eV.



Entry 8:
Entry from the OMol25 dataset: CFNO5PrS2 as an isolated structure (wB97M-V/def2-TZVPD).

XYZ file:
```
11
Properties=species:S:1:pos:R:3:forces:R:3:mulliken_spin:R:1
Pr 0.7239 -1.6157 1.6899 -0.1 1.3 -1.0 3.006
S 2.0139 0.1499 -0.6595 1.7 2.4 0.4 0.000
S -0.2049 1.7885 -0.0672 -1.2 0.8 1.1 -0.001
F 0.3032 3.1756 0.8387 -0.4 -1.4 -0.6 0.000
O -1.5568 1.5176 0.5145 1.6 0.1 -0.5 0.000
O 2.1974 -1.2337 0.0410 0.0 -0.7 0.5 -0.004
O 3.2121 1.0209 -0.4043 -2.0 -1.7 -0.4 -0.001
O -3.5298 -1.6431 -1.2782 1.0 1.0 0.2 0.000
O -1.4750 -2.1090 -0.3360 0.5 1.0 0.3 0.002
N 0.7864 0.6718 0.4750 0.1 -0.9 0.2 -0.002
C -2.4703 -1.7230 -0.8139 -1.2 -1.8 -0.2 0.001
```
Positions in Å, forces in eV/Å.

Its maximum force is 2.95 eV Å⁻¹. The multiplicity is 4. As for the HOMO energy (spin up / spin down): -7.829 / -8.541 eV. Its total energy is -51220.306 eV.



Entry 9:
Entry from the OMol25 dataset: C29H40LuN4O9Si3 as an isolated structure (wB97M-V/def2-TZVPD).

XYZ file:
```
86
Properties=species:S:1:pos:R:3:forces:R:3:lowdin_charge:R:1
Lu 0.5057 0.2199 0.2748 -0.4 -0.7 -0.6 1.812
Si 1.2649 0.4652 -2.9584 -0.8 0.2 -0.4 0.345
Si -0.8215 2.5476 -1.7937 -0.3 0.2 -0.8 0.426
Si -1.7498 -0.2092 -3.0874 -0.1 0.0 -0.2 0.432
O 2.2349 0.4861 -1.5687 -0.3 -0.1 0.3 -0.427
O -1.1466 2.8338 3.3058 0.0 0.0 0.0 0.050
O -0.4267 -1.8558 -0.1103 0.3 0.8 -0.1 -0.176
O 1.2345 0.2031 2.6256 0.0 0.4 -0.1 -0.105
O -0.3594 2.0405 1.3644 0.6 -0.1 -0.9 -0.172
O -1.1194 -3.7230 0.9116 -0.1 0.0 0.1 0.041
O 3.6639 4.4698 7.4135 0.1 0.1 -0.5 0.064
O 4.9426 5.3961 5.9405 -0.4 -0.3 0.1 0.061
O 2.3914 1.2578 1.0847 -0.1 0.2 -0.3 -0.099
N 2.1126 -2.0417 0.8229 0.0 0.0 0.1 0.086
N -1.2918 -0.3224 1.7765 0.1 -0.2 0.4 0.062
N 1.6487 -2.4996 3.0487 -0.3 0.3 0.3 0.153
N 4.0717 4.5961 6.2649 0.7 1.0 1.2 -0.353
C 1.9371 -2.9494 1.7975 0.4 -0.1 -0.3 -0.383
C 2.7628 -3.8261 -0.6464 0.1 0.1 -0.1 -0.074
C -1.3604 3.5363 -3.3630 0.2 -0.4 0.5 -0.190
C 4.0036 3.8450 3.9510 0.1 0.3 0.5 0.017
C -0.3990 0.7306 -2.1580 0.4 0.2 -0.1 -0.507
C -0.9636 1.9555 2.4746 -0.7 -0.4 0.7 -0.617
C 3.5177 3.7573 5.2554 -0.7 -1.1 -1.3 -0.158
C 2.5153 -2.4997 -0.3656 0.2 -0.4 -0.1 -0.146
C -0.9930 -2.5083 0.8174 -0.4 -0.3 0.5 -0.621
C -2.0004 -2.1147 3.1686 -0.1 0.0 -0.2 -0.005
C -1.4778 0.5317 2.7788 0.0 0.4 0.0 -0.169
C 2.1362 -4.3276 1.5879 0.0 0.1 -0.1 -0.027
C -1.9537 0.1201 4.0181 0.0 0.2 -0.3 0.005
C -1.5008 -1.6209 1.9698 0.0 -0.2 -0.2 -0.168
C -1.6987 0.1987 -4.9729 0.0 0.0 0.7 -0.184
C -2.3368 2.7292 -0.6269 0.5 -0.2 -0.2 -0.185
C 2.0042 2.0181 4.6106 0.1 0.0 -0.4 0.019
C 2.5144 2.0731 3.3147 0.1 0.3 0.2 -0.087
C 3.6282 0.6742 -1.6310 0.3 0.1 0.2 -0.143
C 1.6444 -1.2058 -3.8255 -0.3 0.6 0.5 -0.149
C -2.2472 -1.2224 4.2017 0.1 0.0 -0.2 -0.046
C 3.4997 3.0022 2.9853 -0.3 -0.3 0.0 0.016
C 2.5581 -4.7672 0.3590 -0.2 0.2 0.1 -0.074
C 2.5053 2.8557 5.5830 0.3 0.4 0.3 0.025
C 2.0092 1.1296 2.2720 0.5 -0.4 0.6 -0.604
C -3.5321 0.2537 -2.5659 0.7 -0.1 -0.1 -0.185
C 0.7031 3.5201 -1.1440 -0.4 -0.6 0.0 -0.172
C 1.9448 1.7685 -4.2030 -0.2 -0.4 0.7 -0.151
C -1.6593 -2.1190 -3.0459 0.1 0.6 0.2 -0.174
H -0.7735 -0.1390 -5.4270 0.3 -0.1 -0.1 0.001
H 1.4582 -1.5033 3.1138 -0.1 -0.2 0.0 0.057
H 4.7689 4.5727 3.7292 0.0 0.0 0.0 0.116
H -0.6122 3.4814 -4.1456 0.2 0.0 -0.2 0.006
H 2.6372 -1.7541 -1.1370 0.0 0.0 -0.1 0.078
H -2.6300 -1.5739 5.1511 0.0 0.0 0.0 0.104
H -4.2602 -0.2927 -3.1586 0.0 -0.2 -0.2 0.020
H 1.3311 -2.0400 -3.2079 -0.1 -0.2 0.1 0.017
H -3.7114 0.0183 -1.5231 0.0 0.0 0.3 0.021
H -1.2050 -2.4658 -2.1252 0.1 -0.1 0.2 -0.001
H -1.0849 -2.5169 -3.8757 0.2 0.0 -0.2 0.013
H -2.0567 0.8506 4.8058 0.0 0.1 0.0 0.115
H -1.5372 4.5844 -3.1390 0.0 0.2 0.2 0.019
H 2.8888 1.4737 -4.6531 0.2 -0.2 0.0 0.022
H 1.3270 2.8811 -0.5192 0.2 0.1 0.1 -0.007
H -3.2322 3.0299 -1.1623 -0.1 0.0 -0.3 0.018
H -2.1503 3.4639 0.1489 0.1 0.1 0.1 0.024
H 1.3132 3.9061 -1.9561 0.1 -0.1 -0.2 0.015
H 2.7233 -5.8189 0.1701 0.0 -0.1 0.0 0.103
H -2.6517 -2.5568 -3.1049 -0.3 0.0 0.0 0.021
H -1.7752 1.2639 -5.1513 0.0 0.3 0.0 0.004
H 2.1339 2.8352 6.5957 0.0 0.0 0.0 0.118
H 2.0864 2.7359 -3.7344 0.0 0.2 0.1 0.010
H 4.0764 0.0541 -2.4126 0.0 0.0 0.0 0.083
H -2.5168 -0.2816 -5.5009 -0.2 -0.2 -0.1 0.019
H -2.5454 1.7834 -0.1333 -0.1 -0.1 0.1 0.009
H -3.7200 1.3108 -2.7084 -0.1 0.3 0.0 0.003
H 1.9531 -5.0034 2.4100 0.0 -0.1 0.0 0.107
H 1.1047 -3.1044 3.6422 0.1 0.0 -0.1 0.099
H 3.8532 3.0375 1.9653 0.0 0.0 0.0 0.123
H 1.2118 1.3182 4.8301 0.0 0.0 0.0 0.122
H 2.7039 -1.3288 -4.0415 0.2 0.1 0.0 0.025
H 0.3997 4.3650 -0.5345 -0.2 0.1 0.2 0.032
H 4.0569 0.4101 -0.6648 0.0 0.0 0.0 0.082
H 3.0901 -4.1213 -1.6310 0.0 0.0 -0.1 0.095
H -2.2814 3.1303 -3.7656 -0.3 -0.1 -0.1 0.004
H 1.2303 1.8998 -5.0071 -0.3 0.0 -0.2 0.019
H -2.1641 -3.1767 3.2696 0.0 -0.1 0.0 0.113
H 1.1140 -1.2758 -4.7671 -0.2 0.0 -0.3 0.015
H 3.8552 1.7216 -1.8410 0.0 0.0 0.0 0.091
```
Positions in Å, forces in eV/Å.

Its maximum force is 1.85 eV Å⁻¹. Its net charge is -1. The relative energy (zero: lowest compared OMol25 entry of this formula, charge and spin) comes out at 0.402 eV. The multiplicity is 1. As for the HOMO energy: -5.375 eV. Its total energy is -112374.737 eV.